1.
13
Properties=species:S:1:pos:R:3:nbo_charge:R:1 method="wB97M-V/def2-TZVPD" orbital_gap_ev="6.87 / 6.88" spin_multiplicity=1 lumo_energy_ev="-1.2425 / -1.2403"
P -1.0241 -2.7334 0.9945 1.27
H -0.6289 1.6902 -0.4623 0.21
H 0.6983 1.4842 -1.8062 0.17
C -0.4656 -0.9294 0.3221 -0.20
C 0.1994 -0.2592 -0.8062 0.31
O 0.9200 -0.9289 -1.7286 -0.64
H 0.8345 1.7674 1.0903 0.50
O 1.2503 1.7487 0.1179 -0.72
C 0.3326 1.2449 -0.8379 -0.13
O -0.9323 0.0134 1.2388 -0.73
H -0.9922 -0.6027 1.9530 0.50
O -1.3594 -2.2828 2.3689 -1.02
H 1.1673 -0.2125 -2.4442 0.48

***

2.
87
Properties=species:S:1:pos:R:3:lowdin_spin:R:1 method="wB97M-V/def2-TZVPD" orbital_gap_ev="4.69 / 4.71" spin_multiplicity=2 s2=0.80 lumo_energy_ev="0.2394 / 0.2567"
H 4.6701 0.3724 -3.1171 0.00
C 4.6083 -0.6220 -0.4570 0.00
H -2.5743 2.9950 0.6993 0.00
H 3.4975 3.4000 -5.2065 0.00
C 1.0634 -0.4135 -3.9188 0.00
Cl -3.5336 0.1067 0.1398 0.04
H 4.6337 4.4558 -4.3938 0.00
H 5.1774 -0.0369 -1.2018 0.00
C 2.0488 2.6961 -2.7114 0.00
C 0.2459 1.8476 2.5623 0.00
H 4.9786 -2.1967 0.9635 0.00
H 5.4413 2.0781 -4.7499 0.00
H -1.0764 -2.9570 -1.5050 0.00
H 2.6334 -2.5363 -2.6162 0.00
C 5.6782 -2.8949 -0.9567 0.00
H -0.1907 -2.0590 -4.5751 0.00
H 2.2285 4.6847 -3.6068 0.00
C -1.5162 -3.7890 1.7530 0.00
H 0.7647 0.2609 0.4667 0.00
C 3.5661 -2.1481 -2.2005 0.00
H -1.2397 0.7777 1.2810 0.00
C -4.1022 -4.5082 0.9505 0.00
H -0.5635 1.3239 -1.9859 0.00
C -0.9699 2.7695 -0.6732 0.00
H 1.5114 2.3558 -3.6023 0.00
C 3.0371 1.5996 -2.2668 0.00
C 3.3078 -1.1749 -1.0714 0.00
C 4.4004 -3.3317 -1.6911 0.00
H 6.4415 -1.3699 0.4050 0.00
H -0.9448 3.9784 0.8514 0.00
C -1.3378 -0.2204 -4.6246 0.00
H 2.7894 -1.7542 -0.2789 0.00
C -1.0679 1.7782 1.8093 0.00
C -1.4550 2.9266 0.6947 0.00
C -2.3334 -4.5236 2.5962 0.00
H -1.2724 3.7179 -1.3571 0.00
H 6.4030 -2.5346 -1.7157 0.00
H 0.6246 -1.4826 -2.1202 0.00
H -0.1528 -2.2894 -0.0349 0.00
H 4.6412 -4.0073 -2.5094 0.00
H 0.4785 0.7898 2.7482 0.00
H 1.9950 -0.9566 -4.1410 0.00
C 5.4839 -1.7697 0.0712 0.00
H 6.1347 -3.7505 -0.4649 0.00
C -0.0422 -0.9966 -4.8077 0.00
H 3.7728 -3.8987 -0.9735 0.00
H -0.9325 -0.0719 -1.0429 0.00
H 5.5464 2.6491 -3.0899 0.00
H 4.4092 0.0626 0.3711 0.00
C 0.7235 -0.4277 -2.4230 0.00
C 1.5487 2.6536 2.0353 0.00
H 0.0805 2.4142 3.5081 0.00
H 1.2530 2.8689 -1.9550 0.00
Cl -3.9749 -2.9699 -1.3409 0.00
H -4.2530 -5.4808 2.8778 0.00
V -2.5003 -1.2478 -1.2341 0.97
H 3.4185 0.8058 -4.2788 0.00
C 2.1058 1.9351 0.5909 0.00
H -1.2191 0.8077 -4.9873 0.00
H -0.5139 -3.4690 2.0459 0.00
H 3.6891 2.0141 -1.4791 0.00
C 3.9733 3.5910 -4.2351 0.00
H -1.7835 2.1169 2.5619 0.00
H 1.2324 0.6156 -4.2573 0.00
H 4.0967 -1.6635 -3.0372 0.00
H -1.9537 -4.8093 3.5769 0.00
C -3.6283 -4.8954 2.2056 0.00
C -0.6615 0.2083 -2.0906 0.01
H 3.3836 4.3894 -2.3164 0.00
C -1.9545 -3.4059 0.4632 0.00
P 2.2083 0.1479 -1.5980 0.00
C 1.8676 0.5798 0.4079 0.00
H 1.4033 3.7282 1.8689 0.00
H -2.6423 0.4519 -3.0756 0.00
H 2.4470 -0.1170 1.1308 0.00
C 3.9818 1.1814 -3.4122 0.00
H 2.3771 2.8050 -0.2127 0.00
C 2.8854 3.9200 -3.1690 0.00
H 2.3558 2.3355 2.6887 0.00
C 4.8332 2.3779 -3.8710 0.00
C -1.7522 -0.1923 -3.1163 0.00
H 0.2746 -0.9659 -5.8614 0.00
H -2.0670 -1.2681 -2.9336 0.00
C -3.2882 -3.7402 0.1078 -0.01
H -2.1380 -0.6688 -5.2285 0.00
C -1.1165 -2.6366 -0.4418 -0.01
H -5.1250 -4.7915 0.6295 0.00

***

3.
59
Properties=species:S:1:pos:R:3:nbo_charge:R:1 method="wB97M-V/def2-TZVPD" orbital_gap_ev=7.21 spin_multiplicity=1 lumo_energy_ev=2.2556 total_charge=-1
H -6.7275 0.1171 -0.8334 0.19
C 5.6495 1.5690 2.1801 0.78
C 3.7745 0.2446 -0.5518 -0.43
H 2.9067 0.9191 -3.1596 0.18
H 3.4210 -0.5650 3.7586 0.21
H 0.5243 -3.2360 -0.8279 0.50
H -4.6448 -0.7572 -1.1512 0.24
O -0.3558 -3.1279 -0.4475 -0.99
C -6.0049 0.5508 -0.1391 -0.13
H 5.3337 -0.4267 0.7631 0.18
H -6.1261 1.3717 1.8666 0.22
C 1.1276 0.2798 -2.0953 -0.41
H -2.6962 -2.3318 -1.0708 0.36
O -0.9665 2.0161 1.4430 -0.89
N -2.6161 -1.9506 -2.0031 -0.83
C -0.1829 0.9518 -1.6696 -0.42
O -2.4754 0.7362 -1.1234 -0.72
C -4.7135 -0.2692 -0.1757 -0.74
H -3.4243 1.5160 0.7487 -0.11
H 1.8867 -2.4954 0.9507 0.37
C 5.1251 0.4324 0.1201 -0.06
H -0.6317 1.4593 -2.5289 0.22
H -1.0303 -3.4953 2.1833 0.50
O 1.2174 0.9686 0.9789 -0.96
H 0.9559 -0.2811 -3.0188 0.19
H -2.6400 -2.7048 -2.6743 0.35
C 2.2725 1.2763 -2.3398 -0.39
N 1.1434 -1.9967 1.4219 -1.37
C 3.8154 0.1570 3.0529 -0.31
O 6.4543 2.3661 2.5552 -0.56
C -6.6505 0.6489 1.2398 -0.62
H 1.4260 -0.4504 -1.3334 0.19
H 2.5167 1.9773 -0.3281 0.24
H 3.0905 -0.2014 0.1757 0.24
C -1.4403 -1.1196 -2.1972 -0.24
S -0.1680 0.8465 1.3184 2.34
C -1.1405 -0.4786 0.3604 -0.25
H 5.9473 0.5129 -0.5986 0.17
O -2.3722 -0.4673 0.8945 -0.70
O 5.1400 1.6298 0.9189 -0.53
H 3.8887 -0.4839 -1.3648 0.19
C 3.1433 1.5316 -1.1060 -0.41
H 1.8411 2.2282 -2.6701 0.20
P -0.2755 -2.1058 0.8030 2.20
O -1.4031 -2.7041 1.7677 -0.95
F -0.2134 0.1656 2.7549 -0.50
H -0.5105 -1.6933 -2.2790 0.15
H 3.1068 0.5947 2.3612 0.24
H -4.8192 -1.0504 0.5884 0.21
H -1.5748 -0.5893 -3.1471 0.19
B -3.3041 0.4886 0.1087 0.64
Cl -5.8125 2.2359 -0.7888 -0.13
H -6.6118 -0.3309 1.7247 0.20
H -7.7007 0.9443 1.1643 0.20
C -1.2920 0.0137 -1.1594 0.27
H 3.9181 2.2686 -1.3393 0.20
H 5.7842 0.0703 3.7852 0.21
C 5.0922 0.4929 3.0642 -0.35
H 0.0223 1.7313 -0.9314 0.22

***

4.
16
Properties=species:S:1:pos:R:3:nbo_charge:R:1 method="wB97M-V/def2-TZVPD" orbital_gap_ev="7.51 / 9.54" spin_multiplicity=1 lumo_energy_ev="-1.4287 / 0.0743"
H 1.0789 -0.7010 3.0655 0.17
C 1.2993 -0.3850 -0.8696 0.47
H -0.2782 -0.7203 1.8345 0.15
H 1.5891 1.3164 0.3718 0.22
C 0.6307 -1.0544 2.1453 -0.46
Si -0.9603 1.4928 -0.2472 0.82
H -1.2230 2.3409 0.9172 -0.14
H -0.3691 -1.2645 -2.2269 0.23
H -1.9211 0.4946 -0.0977 -0.18
O 2.3713 -0.9316 -0.6462 -0.54
H 1.2700 -1.5744 1.4515 0.18
H 0.8516 -0.0753 -2.8600 0.23
H 1.3654 -1.7437 -2.5343 0.24
C 0.8160 0.8256 -0.1746 -0.53
H -1.1817 1.8989 -1.7322 -0.13
C 0.6763 -0.9074 -2.1934 -0.72

***

5.
10
Properties=species:S:1:pos:R:3:nbo_charge:R:1 method="wB97M-V/def2-TZVPD" orbital_gap_ev=8.40 spin_multiplicity=1 lumo_energy_ev=-6.2881 total_charge=+1
N -0.8708 1.7265 -1.5280 0.29
N -1.3381 0.6692 -1.1740 -0.48
H -2.4374 0.5431 -1.2587 0.41
C 0.7214 -0.1504 0.8269 0.75
H 2.2330 0.9750 0.4229 0.34
C 1.3280 0.6436 0.0708 -0.53
H 0.1803 -2.0328 1.5152 0.59
O -1.2509 2.6591 -2.1830 -0.34
S 0.8701 2.0296 -0.9602 0.50
O 0.1419 -0.9917 1.5473 -0.54

***

6.
121
Properties=species:S:1:pos:R:3:lowdin_charge:R:1 method="wB97M-V/def2-TZVPD" orbital_gap_ev=7.52 spin_multiplicity=1 lumo_energy_ev=1.8916 total_charge=-1
H 1.9551 -1.4165 -3.8883 0.09
H -1.4538 3.9994 -1.4094 0.09
H 2.2565 -0.3818 3.2625 0.08
H -0.4596 -4.4100 -0.0734 0.06
H -3.1961 -0.3802 -3.6343 0.08
N -3.6426 -1.3654 4.5496 0.02
C -1.0278 4.1360 -2.3924 -0.11
H -3.6010 1.1057 2.0986 0.08
H -1.6242 3.1334 1.6740 0.09
H -0.7190 -1.5765 -0.8322 0.04
C 4.0072 -2.7760 4.3987 -0.10
C -4.2305 -2.3204 -3.1859 -0.18
H -2.2570 -1.6027 -5.7845 0.09
C -5.3119 0.1382 0.9998 -0.13
H 5.3585 4.1569 0.1940 0.10
C 3.0939 -3.4069 3.5005 -0.11
C 2.0158 -3.3655 -2.9949 -0.17
H -6.0370 -0.3171 1.6580 0.10
H 6.6348 2.2828 1.7467 0.09
C 0.3176 3.6548 -4.1303 -0.16
H 1.1593 -3.3093 -2.3393 0.10
C -2.7922 -2.0474 -4.9586 -0.11
H -1.0459 2.9541 4.6657 0.03
N -5.4762 -0.0302 -0.3633 0.02
H -2.6422 1.5895 -0.2698 0.09
H -1.4415 5.6181 2.9933 0.08
H -1.0232 2.4277 6.2317 0.05
H -0.4186 -0.8875 1.4517 0.03
C 5.6807 2.2098 1.2458 -0.15
C 3.8363 2.5945 0.2136 -0.15
H -4.5527 -0.9278 4.5652 0.14
H 1.7703 0.5554 -2.5824 0.12
H -4.5868 0.6672 -2.0296 0.10
H 2.9861 -5.2742 -2.4764 0.10
C -0.7040 5.0582 2.4375 -0.12
N 0.3894 3.6944 1.1249 0.00
H 3.6085 1.7905 -3.8573 0.11
C -0.8145 3.8430 1.7595 -0.14
H 0.1723 -0.9856 -2.2562 0.01
H 4.0631 -0.5750 4.9717 0.11
C -0.3777 -0.6880 -1.3634 -0.04
H -0.0979 -4.6554 1.6892 0.06
C -0.0980 0.1088 1.1474 -0.05
C -2.5987 -1.2107 3.6734 -0.11
H 2.6374 1.5404 3.2869 0.04
C -3.6001 1.1387 -0.0564 -0.12
H 0.6593 0.2953 1.9088 0.03
C 4.8824 1.0797 1.3463 -0.16
C 1.7397 2.0541 3.6308 -0.28
C -3.3506 -3.2390 0.0909 -0.22
H 1.6068 -2.5061 2.1909 0.09
H -0.3905 5.2812 -5.4809 0.07
N -0.0091 3.3161 -2.9086 0.02
H 4.6529 -4.5313 -4.3128 0.08
C -3.3488 -1.4272 -3.8509 -0.12
C 0.8836 0.2123 -4.4530 -0.21
N 2.7016 -1.2517 3.5179 0.02
H -0.5274 -3.0541 1.0577 0.00
C -1.2915 5.0205 -3.3941 -0.16
C -3.2938 -3.3683 -4.9344 -0.10
H 2.1515 4.6100 0.8171 0.10
C -2.1266 -2.8287 5.1197 -0.16
H -1.1486 -0.0534 -1.8006 0.06
C -0.4388 4.8074 -4.5116 -0.09
C 2.3359 -2.4265 2.9837 -0.17
N -4.1638 -3.4330 -3.8388 -0.01
O 0.9806 1.3078 -0.6338 -0.32
H 1.9624 3.0788 3.9279 0.06
C -0.6995 -4.1251 0.9510 -0.27
C -3.2676 -2.2987 5.4911 -0.16
S -2.4474 -4.3185 1.3411 0.83
H -2.6548 -0.5459 2.8242 0.07
H 3.0168 2.8462 -0.4433 0.09
C 3.4186 -2.6440 -4.4664 -0.15
N 1.8080 0.6569 -3.5866 0.02
H -4.3640 -3.5451 0.3504 0.03
H 0.9690 6.6147 2.3978 0.08
C -4.1714 0.9240 1.1997 -0.11
H 1.0841 -0.3025 -6.5929 0.10
H -3.3531 -3.6728 -0.9091 0.03
H -3.8725 -2.5667 6.3447 0.11
H -3.1894 -4.1123 -5.7102 0.10
H -4.6363 -4.3015 -3.6326 0.15
C 1.2061 4.7151 1.3286 -0.15
N 2.3679 -2.3312 -3.7739 0.02
H 1.4117 -0.7110 -0.2218 0.10
H 1.1373 3.1951 -4.6625 0.09
C 0.5642 5.6499 2.1298 -0.09
C 2.8095 1.2293 -4.3188 -0.13
C 3.7558 -1.4083 4.3572 -0.13
C 0.6116 0.0280 -0.2652 -0.54
H -1.7443 -3.7077 5.6174 0.11
H -0.0633 -0.1509 -4.0815 0.11
H -0.8829 -2.6570 3.3636 0.07
C 5.0509 3.1728 0.5155 -0.12
C -0.3239 2.6756 5.4333 -0.23
H 0.5947 2.9455 0.4791 0.09
H 3.9070 -1.8599 -5.0260 0.11
H -3.0808 -2.1850 0.0249 0.04
H 4.7198 -3.1042 5.1409 0.08
H 2.9528 0.7034 0.3893 0.11
H -4.8781 -2.1404 -2.3406 0.10
C -1.7082 -2.2687 3.9420 -0.12
H 0.1486 2.4174 -2.4755 0.10
C 1.4375 0.1626 -5.6846 -0.13
N 3.7472 1.2707 0.6485 0.05
H 1.1282 2.2187 2.7436 0.02
H 0.3645 3.4950 5.6405 0.05
H -0.9591 0.7529 1.3259 0.05
H -2.0234 5.8088 -3.2981 0.08
O -2.7888 -5.7067 0.9100 -0.58
H 3.3498 1.0957 -6.4460 0.09
H -6.2360 -0.5452 -0.7846 0.14
C -4.4909 0.7035 -0.9545 -0.16
H 5.0349 0.1810 1.9255 0.10
S 0.7289 1.2561 4.8549 0.82
O 1.5821 0.9059 6.0890 -0.58
H 2.9915 -4.4819 3.5222 0.09
C 2.6172 0.9177 -5.6728 -0.10
C 3.8393 -3.8997 -3.9878 -0.12
C 2.9008 -4.3828 -3.0801 -0.12